1) Below is 2 unconnected molecules or ions with the total composition C6H9N2O2, with properties calculated with wB97M-V/def2-TZVPD.

Geometry as ORCA input:
```
! RIJCOSX wB97M-V def2-TZVPD def2/J DEFGRID3
* xyz -1 1
O 0.28536 -1.20039 1.54097
O 0.18170 -2.41120 3.41045
N -0.80656 2.15928 -1.68024
N -0.31950 0.31831 -0.54471
C -0.87206 1.28848 -3.98940
C 2.01919 -0.88248 3.14640
C -0.58717 1.64153 -0.47622
C -0.44010 -0.05755 -1.87861
C 0.75568 -1.59798 2.66264
C -0.84442 1.10829 -2.50751
H 2.16632 -1.22057 4.17557
H -1.38599 2.22775 -4.23771
H -1.47263 0.56431 -4.54936
H 1.87132 0.19364 3.13876
H 0.10423 1.28925 -4.47434
H -0.47383 2.16087 0.45992
H -0.26039 -1.09189 -2.09491
H -0.05653 -0.32886 0.24298
H 2.86488 -1.13503 2.51264
*
```

Output
**LUMO**: 3.63 eV
**Gap between HOMO and LUMO**: 8.38 eV


2) Below is 2 unconnected molecules or ions with the total composition C6H9N2O2, with properties calculated with wB97M-V/def2-TZVPD.

Geometry as ORCA input:
```
! RIJCOSX wB97M-V def2-TZVPD def2/J DEFGRID3
* xyz -1 1
O 1.70570 -2.04927 -0.85825
O -0.46988 -2.10637 -1.43658
N -1.26510 1.88454 1.18578
N -0.67948 0.33405 -0.27179
C 0.57978 -2.56679 -0.89351
C 0.17899 1.38277 -0.44097
C 0.36937 3.69963 0.63344
C -0.18422 2.33421 0.46429
C 0.43493 -3.93087 -0.18666
C -1.51072 0.68696 0.71086
H 0.95835 -4.68376 -0.77782
H -2.31216 0.02967 1.01980
H 0.48545 3.94672 1.69703
H -0.62615 -4.17497 -0.14015
H 0.90870 -3.79575 0.77788
H 0.95108 1.35187 -1.18687
H -0.23821 4.52767 0.24760
H -0.66208 -0.59834 -0.74588
H 1.37566 3.72804 0.20179
*
```

Output
**LUMO**: 3.81 eV
**Gap between HOMO and LUMO**: 8.62 eV


3) Below is 2 unconnected molecules or ions with the total composition C6H9N2O2, with properties calculated with wB97M-V/def2-TZVPD.

Geometry as ORCA input:
```
! RIJCOSX wB97M-V def2-TZVPD def2/J DEFGRID3
* xyz -1 1
O -3.62850 0.21509 0.53064
O -1.94603 -0.62134 1.72429
N 1.54578 -1.25794 -2.23132
N -0.19463 -0.84396 -0.89584
C 3.39876 -0.16709 -0.95191
C 0.27491 -1.44313 -2.04744
C 0.91974 -0.25707 -0.34156
C 1.98013 -0.51915 -1.16021
C -2.74741 0.30005 1.44424
C -2.60697 1.64875 2.17249
H 4.06066 -1.04338 -0.86904
H -2.95817 2.48189 1.56670
H 3.55696 0.52137 -0.12291
H -1.09954 -0.91682 -0.44787
H -0.46575 -1.92785 -2.66163
H -3.16292 1.45092 3.09950
H 0.78890 0.25102 0.59824
H 3.85905 0.29485 -1.83797
H -1.57496 1.83377 2.43161
*
```

Output
**LUMO**: 3.56 eV
**Gap between HOMO and LUMO**: 7.82 eV


Which of them is most stable? Easy: 2).


1) Below is 3 unconnected molecules or ions with the total composition C4H14NO3, with properties calculated with wB97M-V/def2-TZVPD.

Geometry as ORCA input:
```
! RIJCOSX wB97M-V def2-TZVPD def2/J DEFGRID3
* xyz 1 1
O 1.52458 -1.56265 1.46383
O -0.98546 -0.37034 2.30722
O 0.78579 -2.90045 -0.97567
N 0.23167 -0.32926 -0.45774
C -0.69679 0.92930 -0.67490
C 0.07227 1.97242 -1.45142
C -1.52781 0.54331 1.75075
C -0.95458 1.43398 0.69403
H 1.45546 -3.60076 -0.94946
H 2.13245 -2.26533 1.71288
H 0.20566 -0.95643 -1.26151
H -1.52692 0.52968 -1.31890
H 0.32036 -3.12401 -1.80331
H -1.68851 2.28848 0.64498
H -0.01296 1.95184 1.08018
H -0.49159 2.17366 -2.38308
H 1.20622 -0.00472 -0.34001
H -2.57235 0.82972 2.05240
H 1.18829 -1.20602 2.29752
H 0.08743 2.99073 -0.96699
H 1.11881 1.62095 -1.82724
H 0.12800 -0.94409 0.40644
*
```

Output
**LUMO**: -3.05 eV
**Gap between HOMO and LUMO**: 10.95 eV


2) Below is 3 unconnected molecules or ions with the total composition C4H14NO3, with properties calculated with wB97M-V/def2-TZVPD.

Geometry as ORCA input:
```
! RIJCOSX wB97M-V def2-TZVPD def2/J DEFGRID3
* xyz 1 1
O 0.77504 0.62682 -1.80940
O -2.92072 -0.50244 -1.75647
O 1.10039 -2.95308 0.41423
N -0.78357 -0.50580 -0.03983
C 1.64134 1.34926 0.38157
C -0.65568 0.33783 1.18657
C 0.28038 1.57545 1.01637
C 1.55726 1.24790 -1.12249
H -0.14705 -0.18381 2.00866
H -1.61625 0.61761 1.60850
H 2.10695 0.41868 0.74621
H -2.84292 -1.29979 -2.27627
H 2.22592 2.19068 0.70919
H 2.35348 1.74338 -1.74784
H -0.38257 -0.12479 -0.93956
H -3.76789 -0.32017 -1.31406
H 0.31138 2.06663 1.97710
H 1.93356 -2.69326 0.83435
H -1.84073 -0.65471 -0.13867
H 1.48864 -3.63594 -0.15117
H -0.28192 2.19116 0.28604
H -0.53502 -1.49163 0.12695
*
```

Output
**LUMO**: -2.92 eV
**Gap between HOMO and LUMO**: 11.30 eV


Which of them is most stable? Easy: 2).


1) Below is 2 unconnected molecules or ions with the total composition CH6N2O, with properties calculated with wB97M-V/def2-TZVPD.

Geometry as ORCA input:
```
! RIJCOSX wB97M-V def2-TZVPD def2/J DEFGRID3
* xyz 0 1
O -1.18944 -2.54960 -1.24745
N 0.47478 -0.39558 0.32835
N 0.87435 1.85024 0.53782
C 0.02706 0.81728 0.41210
H 1.35732 -0.62775 0.76637
H 0.45060 2.62910 0.22770
H -0.74814 -1.95545 -0.56580
H -1.02514 0.99631 0.23674
H 1.86301 1.62135 0.15447
H -2.08440 -2.38590 -0.85031
*
```

Output
**LUMO**: 0.81 eV
**Gap between HOMO and LUMO**: 10.31 eV


2) Below is a single CH6N2O molecule, with properties calculated with wB97M-V/def2-TZVPD.

Geometry as ORCA input:
```
! RIJCOSX wB97M-V def2-TZVPD def2/J DEFGRID3
* xyz 0 1
O -1.20260 0.56799 -0.89993
N 0.17616 -1.02315 1.25519
N 0.78242 -0.42212 -0.08410
C 0.01317 0.83207 -0.32446
H 0.56484 1.58854 -0.90077
H 0.28334 -2.04493 1.06339
H -0.45812 1.17818 0.56681
H -1.07727 0.44000 -1.90612
H -0.83215 -0.94100 1.07232
H 1.75021 -0.17557 0.15768
*
```

Output
**LUMO**: 0.97 eV
**Gap between HOMO and LUMO**: 10.04 eV


3) Below is 2 unconnected molecules or ions with the total composition CH6N2O, with properties calculated with wB97M-V/def2-TZVPD.

Geometry as ORCA input:
```
! RIJCOSX wB97M-V def2-TZVPD def2/J DEFGRID3
* xyz 0 1
O 1.13688 -1.55816 -0.07209
N 0.07749 1.35197 1.24181
N -0.81136 -0.64879 -0.85456
C 0.31051 -1.39426 -0.93732
H -0.98951 0.00876 -0.09560
H -1.20399 -0.35724 -1.73626
H -0.15347 1.36593 2.22682
H 0.39497 -1.90970 -1.90978
H 0.29073 2.30743 0.97571
H 0.94774 0.83405 1.16126
*
```

Output
**LUMO**: 0.99 eV
**Gap between HOMO and LUMO**: 10.80 eV


Which of them is most stable? Easy: 3).


1) Below is 2 unconnected molecules or ions with the total composition C11H18, with properties calculated with wB97M-V/def2-TZVPD.

Geometry as ORCA input:
```
! RIJCOSX wB97M-V def2-TZVPD def2/J DEFGRID3
* xyz 0 1
C -0.32126 -2.01850 -1.19326
C 1.82888 -2.30069 -1.97892
C -0.25832 2.56519 1.08780
C -0.04312 2.26394 2.56791
C 0.39604 1.58599 0.08684
C 0.11119 -2.56355 0.08134
C -1.59274 -1.40470 -1.42130
C 0.57641 -2.02268 -2.26875
C 1.39327 -2.87832 0.34855
C 2.32131 -2.62098 -0.71605
C -1.69650 2.90934 0.84715
H 2.67739 -2.40547 -2.70187
H -2.35686 2.79485 1.68813
H -2.38353 -1.47464 -0.66679
H -0.63939 -2.96301 0.80385
H -2.23424 2.25112 0.16193
H 0.14169 0.54326 0.43422
H -0.25254 2.95224 3.32188
H 1.77599 -3.35000 1.33913
H -1.47866 -0.33481 -1.39832
H -1.74782 3.96909 0.57623
H 1.05064 2.12091 2.80723
H 3.61957 -2.52532 -0.79844
H 0.30327 -2.01001 -3.29350
H -0.63516 1.34910 2.74549
H -0.13370 1.80346 -0.91822
H 1.48152 1.76929 -0.10422
H 0.16706 3.60359 1.06807
H -2.07038 -1.60870 -2.50610
*
```

Output
**LUMO**: 0.94 eV
**Gap between HOMO and LUMO**: 9.52 eV


2) Below is 2 unconnected molecules or ions with the total composition C11H18, with properties calculated with wB97M-V/def2-TZVPD.

Geometry as ORCA input:
```
! RIJCOSX wB97M-V def2-TZVPD def2/J DEFGRID3
* xyz 0 1
C -0.46053 0.39711 -3.05274
C -3.05778 0.87560 0.30460
C -1.46505 1.85759 -1.20828
C 2.65642 -0.59271 1.56409
C 3.88716 -0.81056 2.43452
C -1.83735 -0.50659 -1.27189
C -2.33714 1.98160 -0.17520
C 1.35685 -0.96520 2.24680
C -1.25901 0.61970 -1.82921
C -2.71962 -0.38621 -0.15826
C 2.85939 -1.52788 0.33160
H -1.59367 -1.53386 -1.51830
H 2.71336 0.42614 1.15972
H 2.92942 -2.57042 0.64262
H -0.33783 1.28298 -3.69157
H -0.88577 2.64651 -1.68496
H 3.94264 -0.12705 3.28329
H -3.11896 -1.25467 0.34805
H -2.37616 2.96196 0.28973
H 3.71891 -1.16521 -0.24078
H 0.59905 -1.63410 1.81358
H 0.76881 -0.14416 2.65044
H 3.91627 -1.80817 2.85612
H 1.56003 -1.64113 3.10451
H -0.82437 -0.42831 -3.65415
H 0.60591 0.22324 -2.84812
H 4.80210 -0.68507 1.84753
H -3.80601 0.97384 1.08085
H 2.03060 -1.44086 -0.36707
*
```

Output
**LUMO**: 0.92 eV
**Gap between HOMO and LUMO**: 9.88 eV


Which of them is most stable? Easy: 2).